# 1
Formula: C22H29O8S2
Source: the Open Molecules 2025 dataset
Level of theory: wB97M-V/def2-TZVPD

Last column: natural (NBO) charge in e.
Cartesian coordinates (Å):
C -5.157389 -1.499220 0.152825  -0.626
C -4.328317 -0.758836 1.158215  -0.081
O -3.272053 -0.146395 0.381216  -0.544
C -2.430975 0.665899 1.074183  0.833
C -1.413227 1.249604 0.071127  -0.516
C -0.602472 2.254815 0.860707  0.607
O 0.226549 1.888691 1.675698  -0.576
C -0.785887 3.749982 0.562505  -0.511
C -0.088404 4.185088 -0.725305  -0.393
C -0.520020 3.430911 -1.990394  -0.413
C -1.963258 2.950613 -1.958026  -0.400
C -2.308426 1.750538 -1.068140  -0.387
O -2.536065 0.899855 2.258676  -0.625
H -5.956122 -2.045451 0.655833  0.194
H -5.608918 -0.797263 -0.555194  0.197
H -4.526809 -2.203080 -0.397732  0.234
H -4.888351 0.022516 1.685832  0.175
H -3.867184 -1.444053 1.875397  0.217
H -1.857887 3.988461 0.553364  0.205
H -0.324149 4.288321 1.400778  0.223
H -0.293695 5.254959 -0.874876  0.196
H 1.001397 4.111236 -0.603655  0.205
H -0.419371 4.128306 -2.835667  0.196
H 0.158553 2.601231 -2.219008  0.215
H -2.613738 3.794418 -1.681653  0.183
H -2.263560 2.674053 -2.978721  0.202
H -2.461073 0.870564 -1.715162  0.215
H -3.313442 1.982683 -0.667102  0.194
C 6.401665 -0.209442 -2.048588  -0.253
O 5.408769 0.836359 -1.956286  -0.508
C 4.120243 0.480539 -1.731864  0.295
C 3.660899 -0.860180 -1.669720  -0.325
C 2.362778 -1.114064 -1.277244  -0.164
C 1.475324 -0.089685 -0.826922  -0.111
C 0.219660 -0.396665 -0.192726  -0.093
C 0.184127 -1.521961 0.550325  -0.705
S -1.205736 -2.570756 0.919824  2.166
O -1.815031 -2.049173 2.127567  -0.970
O -1.973458 -2.746658 -0.293326  -0.943
C -0.453950 -4.146799 1.361967  -0.669
C 0.195133 -4.075589 2.728934  -0.420
C 0.843843 -2.739598 3.022619  -0.671
S 1.612046 -2.005661 1.557537  2.144
O 2.316758 -3.067325 0.859533  -0.988
O 2.307351 -0.821464 1.997089  -0.925
C 1.937943 1.233975 -1.021924  -0.123
C 3.199043 1.526522 -1.488260  -0.283
H 7.326712 0.326261 -2.260474  0.189
H 6.485686 -0.757637 -1.099156  0.184
H 6.169444 -0.907740 -2.864690  0.173
H 4.336382 -1.692208 -1.889986  0.211
H 2.002797 -2.140812 -1.332404  0.227
H -0.719601 0.301189 -0.304561  0.278
H -1.305418 -4.836128 1.344712  0.242
H 0.248357 -4.429154 0.571661  0.262
H -0.555674 -4.279693 3.496796  0.222
H 0.950547 -4.862230 2.810872  0.220
H 0.151685 -2.003120 3.439342  0.274
H 1.705732 -2.842522 3.691248  0.238
H 1.296892 2.054201 -0.709189  0.196
H 3.523347 2.558771 -1.608426  0.208

Cartesian forces (eV/Å) of the 6 atoms listed first:
-0.297 -0.092 -0.250
0.504 0.148 -0.137
-0.277 -0.002 0.995
1.159 0.183 -0.686
-3.370 4.139 3.101
-0.231 -0.334 -0.733

Computed properties:
HOMO level (hartree): -0.111
Charge: -1
LUMO level (eV): 2.66

***

# 2
Formula: C22H30CaF6NO19S2
Source: the Open Molecules 2025 dataset
Level of theory: wB97M-V/def2-TZVPD

Last column: Löwdin charge in e.
Cartesian coordinates (Å):
Ca -1.005442 0.774606 0.551857  1.831
C -3.575185 3.504375 4.653107  -0.581
F -2.873582 3.645406 5.760850  0.169
F -4.858557 3.951490 4.890683  0.104
F -3.097321 4.243232 3.650864  0.116
S -3.683590 1.640583 3.914912  0.747
O -4.608678 0.912766 4.811171  -0.294
O -3.965378 1.764077 2.465930  -0.389
N -1.967658 1.147498 4.004071  -0.352
S -1.905846 0.354440 5.296369  0.531
O -2.623543 1.011626 6.377647  -0.315
O -2.086351 -1.133247 5.199214  -0.334
C -0.022681 0.436489 5.794336  -0.577
F 0.148043 -0.359682 6.830556  0.164
F 0.777435 0.116169 4.749384  0.088
F 0.263833 1.783285 6.087758  0.054
C -6.312025 -6.954922 -0.220404  -0.021
C -6.669146 -5.421660 -0.229802  -0.245
C -6.941037 -4.956440 1.257534  -0.053
O -6.335698 -3.618149 1.294825  0.050
C -5.345051 -3.577207 0.376322  -0.483
O -4.451603 -2.717860 0.274459  0.073
O -5.452914 -4.671374 -0.490978  0.026
H -6.972550 -7.578646 0.381916  0.083
H -5.333350 -7.197136 0.193871  0.084
H -6.233848 -7.275998 -1.259105  0.076
H -7.400473 -5.014935 -0.928246  0.152
H -6.395213 -5.557689 1.984640  0.128
H -7.940847 -4.897802 1.687696  0.134
C 1.071184 -1.350053 -7.248217  -0.020
C 1.562350 -2.381786 -6.244409  -0.261
C 2.926621 -1.926652 -5.611042  -0.177
O 2.641527 -1.052477 -4.676885  0.071
C 1.369480 -1.300785 -4.241894  -0.438
O 0.732369 -0.619636 -3.367225  0.039
O 0.829542 -2.254093 -5.041924  0.064
H 0.955605 -0.335801 -6.866073  0.098
H 0.113312 -1.591243 -7.709098  0.089
H 1.754599 -1.336795 -8.097261  0.091
H 1.491376 -3.402946 -6.618961  0.161
H 3.475137 -1.381999 -6.379531  0.144
H 3.455471 -2.691953 -5.042938  0.147
C 3.126736 7.684819 -3.881686  -0.006
C 1.997235 6.714982 -4.269133  -0.285
C 2.506802 5.314965 -4.531717  -0.129
O 1.826890 4.432664 -3.680604  0.079
C 0.995760 5.125606 -2.867841  -0.596
O 0.187897 4.580401 -2.182674  0.135
O 1.103024 6.386946 -3.172015  0.101
H 3.655883 7.861081 -4.818198  0.094
H 3.806992 7.254613 -3.146650  0.093
H 2.574712 8.575389 -3.581270  0.090
H 1.341133 7.097814 -5.050833  0.156
H 3.586024 5.248314 -4.394020  0.136
H 2.236194 5.337557 -5.587349  0.137
C 2.783208 7.257721 3.872285  0.008
C 3.492595 6.252513 2.907093  -0.288
C 4.469072 5.297854 3.535822  -0.111
O 4.108416 4.006972 3.113578  0.084
C 2.905656 4.056602 2.533219  -0.541
O 2.458688 3.037374 2.022921  0.090
O 2.481486 5.324302 2.528920  0.069
H 1.982911 7.912858 3.528181  0.086
H 3.545642 7.858641 4.367965  0.087
H 2.333716 6.585473 4.603130  0.090
H 3.898424 6.581620 1.950488  0.155
H 4.302467 5.362196 4.611092  0.138
H 5.505658 5.489816 3.258814  0.145
C 2.435814 -8.167438 1.206034  -0.017
C 2.131945 -6.926316 0.398918  -0.359
C 0.848137 -6.886727 -0.459357  -0.070
O 0.377186 -5.572512 -0.311921  0.105
C 0.998171 -4.987493 0.654686  -0.511
O 0.757101 -3.799963 1.033374  0.059
O 1.870657 -5.868918 1.203051  0.095
H 1.587192 -8.569921 1.759159  0.090
H 3.306089 -8.115068 1.860233  0.092
H 2.707517 -9.029261 0.596496  0.087
H 3.033393 -6.735530 -0.183398  0.155
H 0.066156 -7.586537 -0.164602  0.142
H 1.157107 -7.120485 -1.478173  0.137

Cartesian forces (eV/Å) of the 6 atoms listed first:
-0.454 0.068 1.320
-1.839 -0.191 -0.304
-0.231 -0.211 -1.032
1.651 -0.971 -0.277
0.394 -0.078 0.400
-0.353 -0.286 0.977

Computed properties:
HOMO level (hartree): -0.410
Charge: +1
LUMO level (eV): -6.12

***

# 3
Formula: C22H30CaI2N3O7S
Source: the Open Molecules 2025 dataset
Level of theory: wB97M-V/def2-TZVPD

Last column: natural (NBO) charge in e.
Cartesian coordinates (Å):
Ca -1.045602 1.662665 0.999376  1.798
O 1.628833 -0.354810 3.793568  -0.770
C 0.739864 -0.354694 2.636011  0.491
O 0.771308 0.825705 2.003630  -1.002
C -0.670762 -0.568966 3.222831  -0.094
O -1.647257 -0.403902 2.202424  -0.597
C -2.948375 -0.181774 2.755939  -0.193
C -3.141468 1.259902 3.286278  0.750
O -3.906774 1.413331 4.232129  -0.691
O -2.488051 2.157304 2.653241  -0.896
H 1.562934 0.553389 4.116486  0.476
H -0.807252 -1.539989 3.706852  0.167
H -0.793674 0.214216 3.979996  0.186
H -3.653608 -0.337654 1.939607  0.213
H -3.149801 -0.899282 3.554398  0.183
N 0.784022 2.129460 -2.144268  -0.868
C -0.019580 3.219057 -2.673353  -0.226
C -1.419624 3.368570 -2.084138  -0.233
N -1.387751 3.618317 -0.630857  -0.915
H 0.221936 1.295931 -2.002144  0.384
H 1.185546 2.406091 -1.254429  0.358
H -0.134841 3.091499 -3.754225  0.185
H 0.538628 4.149121 -2.527981  0.194
H -1.990518 2.452165 -2.251287  0.196
H -1.934703 4.175149 -2.620268  0.170
H -2.315529 3.887444 -0.315746  0.379
H -0.767600 4.399496 -0.432384  0.385
O -2.866636 0.769616 -0.351948  -0.766
C -2.151207 -0.009102 -1.014935  0.759
O -0.879285 -0.024727 -0.915865  -0.774
C -2.760264 -0.957882 -1.987457  -0.141
C -4.141780 -1.046307 -2.117174  -0.162
C -4.707500 -1.922195 -3.024761  -0.261
C -3.875256 -2.714939 -3.811162  -0.176
C -2.500154 -2.635510 -3.692547  -0.254
C -1.922756 -1.750638 -2.774802  -0.181
S -0.192015 -1.641574 -2.626660  0.157
H -4.748021 -0.410071 -1.485269  0.235
H -5.782757 -1.992893 -3.122869  0.208
H -4.305046 -3.406105 -4.526264  0.204
H -1.862420 -3.257448 -4.307888  0.212
C 4.478995 -0.260376 -0.657640  -0.415
N 3.352553 0.442286 -0.008827  -0.398
C 3.646995 0.714905 1.424294  -0.449
C 2.019991 -0.233279 -0.240849  -0.267
C 1.832644 -1.502843 0.547340  0.024
C 2.252668 -2.682009 -0.073822  -0.228
C 2.147728 -3.914083 0.541800  -0.215
C 1.605792 -3.978007 1.816227  -0.211
C 1.163113 -2.820857 2.431011  -0.189
C 1.248212 -1.568251 1.821220  -0.045
H 5.370736 0.352303 -0.546561  0.231
H 4.254488 -0.390404 -1.714071  0.219
H 4.613573 -1.226486 -0.176716  0.220
H 3.294124 1.371031 -0.463245  0.479
H 3.800548 -0.232993 1.935368  0.219
H 2.785979 1.221762 1.851135  0.296
H 4.538363 1.337758 1.460998  0.220
H 1.972144 -0.429405 -1.311489  0.222
H 1.278662 0.495991 0.039392  0.276
H 2.643088 -2.624384 -1.084213  0.204
H 2.470523 -4.811241 0.029239  0.206
H 1.517922 -4.928668 2.327614  0.206
H 0.753375 -2.883539 3.429640  0.217
I 1.971371 4.184062 0.975239  -0.450
I 4.471186 3.728767 -0.985183  -0.463

Cartesian forces (eV/Å) of the 6 atoms listed first:
-0.124 -0.014 0.002
-0.004 0.000 -0.013
0.001 -0.003 0.028
-0.097 0.011 -0.006
-0.004 0.006 0.010
-0.017 -0.004 0.038

Computed properties:
HOMO level (alpha / beta) (hartree): -0.221 / -0.197
Charge: -1
LUMO level (alpha / beta) (eV): 0.65 / 0.99

***

# 4
Formula: C22H30CoO2Si
Source: the Open Molecules 2025 dataset
Level of theory: wB97M-V/def2-TZVPD

Last column: natural (NBO) charge in e.
Cartesian coordinates (Å):
C 0.709161 -1.539091 2.578373  -0.381
C 0.744146 -1.915414 1.188414  -0.389
C 2.121809 -1.994742 0.790363  -0.378
H -0.127768 -2.136403 0.564646  0.216
C 2.920812 -1.619853 1.901187  -0.390
C 2.054775 -1.322582 3.003184  -0.400
H 2.355686 -1.021349 3.996461  0.218
H -0.188327 -1.468929 3.183837  0.213
H 2.470776 -2.327207 -0.179940  0.220
H 4.002947 -1.579596 1.925630  0.214
Co 1.664014 -0.102794 1.474956  0.771
C -1.047228 1.091291 -3.281198  -1.174
H -0.029533 1.025180 -3.723026  0.268
H -1.395474 2.149669 -3.173674  0.251
H -1.782691 0.409541 -3.708378  0.246
Si -1.006108 0.350721 -1.729617  1.327
C -2.427598 0.551612 -0.494902  -0.445
C -2.685070 -0.397236 0.500338  -0.222
H -2.007216 -1.250001 0.624902  0.231
C -3.805753 -0.233802 1.319794  -0.154
H -4.032851 -1.003074 2.051733  0.207
C -4.612783 0.891173 1.183537  -0.233
H -5.513610 0.991685 1.784375  0.215
C -4.259839 1.916736 0.295314  -0.221
H -4.858242 2.824071 0.208913  0.214
C -3.124958 1.784166 -0.507513  -0.196
H -2.771639 2.620485 -1.147750  0.211
C -0.525684 -1.437425 -2.124940  -0.351
C -1.557016 -2.389000 -2.183073  -0.257
H -2.553004 -2.152350 -1.759416  0.216
C -1.303477 -3.638564 -2.776165  -0.198
H -2.133804 -4.352373 -2.868287  0.213
C -0.009107 -3.925225 -3.251191  -0.221
H 0.161686 -4.876146 -3.761290  0.214
C 1.033769 -3.006000 -3.087788  -0.212
H 2.033857 -3.263464 -3.444167  0.214
C 0.780969 -1.764868 -2.491350  -0.231
H 1.585902 -1.054649 -2.296623  0.215
H 0.130090 0.496566 -0.800322  -0.071
H -0.067130 1.731334 -1.532359  -0.075
C 4.190307 1.208974 0.361960  -0.238
O 2.789503 1.358246 0.646042  -0.587
C 2.218948 2.680407 0.451979  -0.081
C 1.104718 2.877056 1.457394  -0.079
O 0.596074 1.581070 1.852611  -0.583
C -0.340254 1.670938 2.953608  -0.245
H 4.752105 1.277386 1.305173  0.189
H 4.508014 1.988552 -0.339879  0.177
H 4.336368 0.210151 -0.057779  0.212
H 2.988305 3.439604 0.627875  0.188
H 1.852211 2.730372 -0.582897  0.196
H 1.503569 3.394096 2.344236  0.177
H 0.267282 3.460128 1.045295  0.194
H -1.060121 0.844600 2.844499  0.218
H 0.206338 1.567155 3.910544  0.190
H -0.857857 2.649174 2.926354  0.179

Cartesian forces (eV/Å) of the 6 atoms listed first:
-0.195 -0.617 -0.336
-0.262 -0.484 0.341
-0.320 -0.425 -0.208
0.563 -0.036 0.271
0.490 -0.583 0.422
0.032 -0.679 0.595

Computed properties:
HOMO level (alpha / beta) (hartree): -0.214 / -0.230
LUMO level (alpha / beta) (eV): 0.60 / -0.21
<S²>: 3.781
2S+1: 4